The following is a DFT calculation (ωB97M-V with the def2-TZVPD basis set) of the ion C2H8NOSi with charge +1 at a distorted geometry.

Atoms and positions in Å:
Si -2.17452 0.09508 0.00478
O 0.06037 -1.63292 -0.37223
N 1.87334 -0.27119 -0.15401
C 0.68512 0.46479 0.27074
C -0.42399 -0.57567 -0.03655
H 2.42310 0.40175 -0.77303
H -2.69893 -0.09992 1.35585
H 2.41612 -0.65742 0.63976
H -1.74749 1.49315 0.15283
H 0.60576 0.74004 1.34997
H -2.83587 -0.15818 -1.32096
H 0.41849 1.31630 -0.39746
H 1.39850 -1.11580 -0.71968

Atoms 1-6, force components in eV/Å:
Si -0.6893 0.8514 -0.0990
O -1.6648 -1.4836 -0.8272
N 1.7691 1.7760 -1.2040
C -1.7932 0.1866 0.0212
C 1.0812 0.0395 0.3917
H -0.2255 -1.5544 1.2426

The value obtained for the HOMO-LUMO gap is 10.701 eV. The multiplicity is 1. Its total charge is +1. Its energy relative to the best compared isomer or geometry (same formula, charge and spin) is 39.2 kJ/mol.

The following is a DFT calculation (ωB97M-V with the def2-TZVPD basis set) of a cluster of 2 separate species, C2H8NS in total.

Atoms and positions in Å:
S -0.60868 3.10141 0.08480
N -1.02329 -0.15068 0.82858
C 0.28409 -1.09592 -1.07679
C 0.27625 -0.58636 0.37388
H -0.56645 -0.82142 -1.70122
H 1.06177 0.18086 0.44106
H 0.55558 2.71066 0.63140
H -1.23307 0.75023 0.36291
H 1.13893 -0.64508 -1.59641
H 0.38928 -2.18033 -1.15006
H -0.93196 0.12878 1.79935
H 0.65755 -1.39214 1.00249

Atoms 1-6, force components in eV/Å:
S -0.0095 0.0850 -0.0460
N -0.3287 0.2120 -0.0205
C 0.4915 0.1609 -0.4819
C 0.6282 -0.1771 -0.4776
H -0.2853 0.1779 0.4591
H -0.2727 0.2625 0.0253

The value obtained for the HOMO-LUMO gap is 6.953 eV. The multiplicity is 1. Its total charge is -1. Its energy relative to the best compared isomer or geometry (same formula, charge and spin) is 13.9 kJ/mol.

The following is a DFT calculation (ωB97M-V with the def2-TZVPD basis set) of a cluster of 2 separate species, C2H8NS2 in total.

Atoms and positions in Å:
S -1.12644 1.57847 -0.16062
S -1.44616 -0.33903 -0.88235
N 1.78641 -1.27522 0.97241
C 0.85059 -0.69464 1.61221
C 2.57176 -0.65908 -0.10767
H -0.72725 -0.16010 -2.00002
H 0.29852 -1.26056 2.34996
H 2.58941 -1.34314 -0.94749
H 2.10365 -2.17842 1.31216
H 3.57693 -0.45360 0.24201
H 2.08322 0.26136 -0.40730
H 0.64246 0.35024 1.40953
H -2.37853 1.88393 0.20710

Atoms 1-6, force components in eV/Å:
S 0.2239 0.2217 0.1543
S 0.1294 -0.1059 0.1834
N 0.3562 0.4173 0.4428
C 0.2126 -0.1823 -0.3017
C -0.2386 0.0339 0.1084
H -0.1996 0.0537 -0.1323

The value obtained for the HOMO-LUMO gap is 7.702 eV. The multiplicity is 1. Its total charge is +1. Its energy relative to the best compared isomer or geometry (same formula, charge and spin) is 76.6 kJ/mol.

The following is a DFT calculation (ωB97M-V with the def2-TZVPD basis set) of the ion C2H8NS2 with charge +1 at a distorted geometry.

Atoms and positions in Å:
S 0.63189 0.46131 -0.88189
S 2.31064 0.05384 0.28250
N -2.90776 -0.80756 0.66682
C -0.62544 0.20024 0.40896
C -1.83209 -0.32735 -0.28907
H -0.90446 0.97628 1.05387
H -2.52199 -1.55738 1.37341
H 2.53300 1.31876 0.71002
H -3.81735 -1.12622 0.29080
H -1.50647 -1.29351 -0.82432
H -3.19285 0.04316 1.26988
H -0.30846 -0.62845 1.15414
H -2.26241 0.44058 -0.82462

Atoms 1-6, force components in eV/Å:
S 0.5176 0.0346 1.1222
S -0.2008 0.4339 -0.4060
N -0.0998 0.7140 3.4810
C 0.4160 -3.1276 1.2389
C 0.7612 -3.7969 0.0931
H 0.0453 1.9316 0.5778

The value obtained for the HOMO-LUMO gap is 8.929 eV. The multiplicity is 1. Its total charge is +1. Its energy relative to the best compared isomer or geometry (same formula, charge and spin) is 70.5 kJ/mol.

The following is a DFT calculation (ωB97M-V with the def2-TZVPD basis set) of a cluster of 2 separate species, C2H8NS2 in total at a distorted geometry.

Atoms and positions in Å:
S -1.75746 -2.05714 -1.51901
S -1.05382 -0.57784 -2.87489
N 0.25777 0.57277 0.60481
C 0.60018 1.30955 1.83476
C 1.01186 -0.30092 0.06113
H -0.38176 -1.46383 -3.63191
H 0.74574 2.35878 1.54727
H -2.63656 -1.23408 -0.89733
H -0.25694 1.21470 2.53632
H 1.49549 0.87031 2.28815
H 2.06370 -0.35588 0.39458
H 0.58136 -1.07580 -0.56549
H -0.66955 0.73936 0.22162

Atoms 1-6, force components in eV/Å:
S 0.5012 1.2588 -1.7268
S -1.2757 -1.3910 1.3357
N 0.3005 -0.5518 -0.0224
C -0.1578 0.7081 0.1492
C 0.4383 -0.1589 1.1120
H 0.1860 -0.2292 -0.0565

The value obtained for the HOMO-LUMO gap (alpha / beta) is 10.188 / 8.159 eV. The multiplicity is 2. Its total charge is +2. As for the expectation value of S²: 0.755. Its energy relative to the best compared isomer or geometry (same formula, charge and spin) is 136.9 kJ/mol.

The following is a DFT calculation (ωB97M-V with the def2-TZVPD basis set) of a cluster of 2 separate species, C2H8O in total at a distorted geometry.

Atoms and positions in Å:
O 2.47319 2.04150 0.41474
C -0.59771 -1.08574 -0.62681
C -1.53786 -0.30956 0.26535
H -1.00416 -1.11757 -1.65169
H -2.52946 -0.78515 0.34991
H -1.05854 -0.31636 1.25874
H 3.29082 2.32345 -0.05455
H 2.76365 1.30399 0.99779
H -1.67592 0.73789 -0.05149
H -0.54988 -2.11576 -0.23517
H 0.42586 -0.67669 -0.66682

Atoms 1-6, force components in eV/Å:
O 1.1274 -0.4810 0.1111
C -0.1939 -0.5306 -0.6702
C 0.2168 0.4341 0.7438
H 0.3537 -0.1507 0.2566
H 0.4184 0.1625 -0.0760
H -0.5565 0.2929 -0.0942

The value obtained for the HOMO-LUMO gap is 12.456 eV. The multiplicity is 1. Its energy relative to the best compared isomer or geometry (same formula, charge and spin) is 6.4 kJ/mol.

The following is a DFT calculation (ωB97M-V with the def2-TZVPD basis set) of a cluster of 3 separate species, C2H8O2 in total at a distorted geometry.

Atoms and positions in Å:
O 1.81918 0.81430 0.81427
O -2.91859 1.14832 0.81348
C 0.89208 0.08692 0.59013
C 1.02063 -1.41585 0.36538
H -2.98974 0.65580 -0.01664
H 1.08105 -1.57135 -0.71036
H 1.11178 0.86844 -2.28835
H -0.09586 0.48868 0.33386
H 0.07505 -1.81028 0.74334
H 1.90170 -1.78001 0.88197
H -3.71253 1.66334 0.93536
H 1.81526 0.85169 -2.46245

Atoms 1-6, force components in eV/Å:
O 0.0083 0.1376 0.4883
O 0.6443 -0.4426 -0.1271
C 0.7004 -0.5880 -1.3124
C -0.5637 1.1830 0.7273
H -0.2768 0.3431 0.3080
H 0.0135 -0.1196 -0.0565

The value obtained for the HOMO-LUMO gap is 10.352 eV. The multiplicity is 1. Its energy relative to the best compared isomer or geometry (same formula, charge and spin) is 115.0 kJ/mol.

The following is a DFT calculation (ωB97M-V with the def2-TZVPD basis set) of a cluster of 3 separate species, C2H8O3 in total.

Atoms and positions in Å:
O -1.38497 1.13769 -2.17933
O 2.04185 4.40499 0.87586
O -1.45722 -2.33629 0.56074
C -0.24455 -2.25114 0.97037
C 0.83717 -2.57982 0.14942
H 0.63531 -2.95584 -0.84032
H 2.47327 4.70147 1.68500
H -1.25206 1.71853 -2.94108
H -0.20148 -1.87290 1.99377
H 1.88784 -2.47985 0.36504
H -1.55366 -2.67274 -0.35532
H -1.24989 1.73756 -1.43582
H 2.02186 5.22034 0.34983

Atoms 1-6, force components in eV/Å:
O 0.1825 0.2765 0.0596
O 0.0786 0.5494 -0.1118
O 0.0511 -0.1901 -0.1551
C -0.4027 0.3540 0.3918
C 0.2331 -0.1562 -0.5271
H -0.1906 -0.1030 -0.2679

The value obtained for the HOMO-LUMO gap (alpha / beta) is 8.717 / 4.964 eV. The multiplicity is 2. Its total charge is +1. As for the expectation value of S²: 0.756. Its energy relative to the best compared isomer or geometry (same formula, charge and spin) is 58.8 kJ/mol.

The following is a DFT calculation (ωB97M-V with the def2-TZVPD basis set) of a structure of composition C2H8O3SSi at a distorted geometry.

Atoms and positions in Å:
S 0.27833 -0.62974 0.09265
Si 0.08160 0.79021 2.21065
O -0.48420 -0.00403 -1.18805
O -1.13631 -0.05686 1.76474
O 1.05787 0.44874 0.68648
C 1.70670 -1.16409 -0.96333
C -1.84546 0.45700 -0.99587
H -1.62213 1.44932 -0.67616
H 2.26540 -0.40833 -1.56518
H 1.12472 0.24675 3.05969
H 2.28475 -1.75759 -0.41632
H 1.12905 -1.84645 -1.70377
H -2.49552 0.36713 -1.91245
H 0.02494 2.22443 1.74254
H -2.36972 -0.11650 -0.13560

Atoms 1-6, force components in eV/Å:
S 0.4405 -3.7967 -4.5014
Si 0.4303 1.3353 -1.7954
O -0.3863 -0.8155 -0.2367
O -0.8672 -0.1589 0.8058
O 1.5887 3.0977 2.7839
C -4.5035 0.7684 -4.2202

The value obtained for the HOMO-LUMO gap is 9.948 eV. The multiplicity is 1. Its energy relative to the best compared isomer or geometry (same formula, charge and spin) is 189.5 kJ/mol.

Question: Which formula does entry 1 have?
Answer: C2H8NOSi